{
  "formula": "C22H58Br18O10S6",
  "method": "ωB97M-V with the def2-TZVPD basis set",
  "e_lumo_ev": -0.154,
  "e_tot_ha": -50346.44277,
  "homo_energy_ha": -0.3288,
  "max_force_ha_per_bohr": 0.0720,
  "homo_lumo_gap_ha": 0.323,
  "total_charge": 0,
  "species": ["Br", "Br", "Br", "Br", "Br", "Br", "Br", "Br", "Br", "Br", "Br", "Br", "Br", "Br", "Br", "Br", "Br", "Br", "S", "S", "S", "S", "S", "S", "O", "O", "O", "O", "O", "O", "O", "O", "O", "O", "C", "C", "C", "C", "C", "C", "C", "C", "C", "C", "C", "C", "C", "C", "C", "C", "C", "C", "C", "C", "C", "C", "H", "H", "H", "H", "H", "H", "H", "H", "H", "H", "H", "H", "H", "H", "H", "H", "H", "H", "H", "H", "H", "H", "H", "H", "H", "H", "H", "H", "H", "H", "H", "H", "H", "H", "H", "H", "H", "H", "H", "H", "H", "H", "H", "H", "H", "H", "H", "H", "H", "H", "H", "H", "H", "H", "H", "H", "H", "H"],
  "positions_angstrom": [[-4.374, -2.500, 1.625], [-4.722, 1.299, -1.623], [3.329, -2.504, 0.376], [-7.493, -2.092, 1.138], [1.253, -9.000, 2.273], [4.925, -1.745, 2.892], [2.686, -4.934, 3.246], [0.305, -7.025, -0.312], [0.749, -6.021, 5.472], [-3.224, 3.985, 1.018], [-6.524, -4.993, 1.521], [-5.571, 1.999, 2.021], [1.495, -2.944, 5.441], [-4.643, -0.563, -4.100], [2.761, 0.353, 1.710], [-6.125, 5.107, 2.116], [-1.749, -7.946, 1.914], [-3.912, 2.512, -4.423], [3.377, 2.162, -5.403], [-0.611, -1.188, 0.433], [-3.839, -4.946, -2.202], [-0.328, 5.894, -0.891], [5.764, 2.635, -0.869], [0.167, 3.006, 3.240], [-1.959, 1.192, 5.834], [3.133, -0.752, -2.461], [-0.937, -4.607, 2.258], [1.601, 1.436, -1.897], [-1.258, -2.513, 0.624], [3.168, 0.958, -4.567], [6.004, 3.367, -2.139], [1.247, 3.056, 2.209], [-0.510, 6.031, 0.592], [-5.083, -4.091, -1.920], [5.076, 2.743, -5.164], [-0.277, 4.688, 3.559], [5.012, 1.142, -1.396], [0.981, 7.022, -1.245], [-5.146, 3.660, 1.249], [1.170, -4.464, 4.374], [0.098, -7.568, 1.577], [-2.460, -3.763, -2.327], [3.687, 1.467, -7.121], [-3.268, -5.890, -0.818], [-6.030, -3.292, 0.864], [-1.988, -4.735, 3.192], [1.014, 2.584, 4.775], [-2.962, 1.212, 4.827], [3.236, -1.482, 2.098], [-1.649, -0.162, -0.596], [2.650, -1.957, -3.060], [0.746, 1.257, -3.088], [-3.863, 1.007, -3.315], [0.638, 4.379, -0.942], [4.114, 3.145, -0.196], [-1.011, -0.191, 1.888], [-3.832, 0.718, 5.092], [1.105, 6.969, -2.259], [-0.953, -3.756, 1.732], [-5.486, 3.636, 0.233], [-2.080, -0.235, 2.104], [-0.743, 0.779, 1.662], [-2.256, -6.267, -0.893], [5.706, 0.494, -2.006], [2.406, -1.932, 2.593], [-0.005, 3.487, -0.749], [-0.519, -0.474, 2.792], [3.589, 2.422, 0.393], [0.346, -6.649, 2.076], [2.170, 0.601, -1.836], [0.847, 2.168, -3.713], [-3.319, -5.428, 0.189], [-0.288, 1.215, -2.768], [1.864, 3.170, 4.734], [3.071, -2.107, -4.066], [1.914, 6.716, -0.785], [-2.852, 0.827, -3.035], [5.768, 1.927, -5.514], [-1.707, -4.552, -2.499], [-3.204, 2.111, 4.397], [-1.824, -0.809, -1.474], [5.236, 2.842, -4.107], [1.242, 1.511, 4.607], [4.240, 3.956, 0.490], [3.643, 3.523, -1.103], [-0.684, 4.758, 4.601], [1.366, 4.516, -0.111], [-1.725, -5.623, 3.792], [0.610, 8.018, -0.926], [-3.985, -6.742, -0.751], [1.112, 0.389, -3.608], [-2.996, -4.968, 2.814], [-2.365, -3.176, -1.384], [4.131, 2.303, -7.713], [-2.617, -3.188, -3.185], [-2.490, 0.529, 4.106], [-2.199, 1.664, 6.663], [2.772, 1.054, -7.573], [-2.080, -3.822, 3.802], [4.097, 1.447, -1.872], [5.260, 3.708, -5.689], [0.358, -4.292, 3.662], [0.620, 5.368, 3.352], [3.394, -0.088, -3.145], [3.037, -2.815, -2.501], [-1.246, 0.801, -0.905], [0.228, 2.857, 5.523], [1.216, 4.172, -1.835], [-1.036, 4.948, 2.856], [-5.813, -3.413, -0.163], [4.806, 0.592, -0.458], [4.287, 0.671, -6.881], [1.575, -2.032, -3.025], [-2.584, 0.072, -0.012]]
}